Entry 1:
# C3H5PS

One molecule with the formula C3H5PS (the ωB97M-V functional and the def2-TZVPD basis, the Open Molecules 2025 dataset).

Last column: natural (NBO) charge in e.
Cartesian coordinates (Å):
C 1.212282 1.698280 0.171531  -0.4722
C 0.782183 0.555452 -0.249141  0.1607
C 0.118440 -0.547698 -0.553102  -0.6334
P -1.566028 -0.691076 0.232276  0.8180
S -2.816622 0.807914 0.057306  -0.5221
H 1.056850 2.599956 -0.287496  0.2348
H 1.704987 1.636344 1.141802  0.2330
H 0.317728 -1.339149 -1.266824  0.2547
H -1.116732 -1.145699 1.556728  -0.0268
H -1.740131 -1.972618 -0.225431  -0.0467

Cartesian forces (eV/Å) of the 3 atoms listed first:
0.7 -2.2 1.9
-1.1 -1.5 -1.1
-0.6 1.4 0.6

Properties
2S+1 = 1
ΔE to the lowest compared entry with this formula, charge and spin = 131.5 kJ/mol
SMILES string = C=C=C[PH2]=S
Total charge = 0
HOMO = -8.958 eV
HOMO-LUMO gap = 9.7 eV
LUMO energy = 0.7 eV

Entry 2:
# C3H5PS3

C3H5PS3 as an isolated structure (the ωB97M-V functional and the def2-TZVPD basis, the Open Molecules 2025 dataset).

Last column: natural (NBO) charge in e.
Cartesian coordinates (Å):
C 0.265452 1.358212 0.378556  -0.2843
C -0.371708 -0.681571 0.418179  -0.5547
C 0.672471 0.197862 0.921681  -0.1851
P 0.387196 0.108476 -2.923422  0.7511
S 1.876647 -0.668575 -1.942990  -0.4597
S -1.141191 0.653605 -0.536803  0.2564
S 0.481107 1.789412 -3.958792  -0.4310
H 0.618959 2.329188 0.096639  0.2352
H -0.625621 -0.763892 -2.968044  -0.0365
H 0.197351 -1.411647 -0.112948  0.2573
H -1.157348 -1.277708 1.069756  0.2404
H 1.350567 -0.078712 1.585529  0.2108

Cartesian forces (eV/Å) of the 3 atoms listed first:
-0.4 -0.8 -1.3
-2.3 -2.4 1.3
-3.5 2.7 -1.4

Properties
2S+1 = 1
ΔE to the lowest compared entry with this formula, charge and spin = 106.5 kJ/mol
Total charge = 0
HOMO = -8.987 eV
HOMO-LUMO gap = 8.3 eV
LUMO energy = -0.7 eV

Entry 3:
# C3H6

One molecule with the formula C3H6 (the ωB97M-V functional and the def2-TZVPD basis, the Open Molecules 2025 dataset).

Last column: natural (NBO) charge in e.
Cartesian coordinates (Å):
C 0.005413 0.860734 0.006271  -0.4268
C -0.767089 -0.357569 -0.058581  -0.4113
C 0.765415 -0.432217 -0.037201  -0.4181
H -0.000153 1.053256 1.103497  0.2128
H 0.020053 1.540372 -0.792204  0.2225
H -1.258409 -0.670171 -0.938232  0.2078
H -1.235345 -0.766639 0.853568  0.2064
H 1.212262 -0.762441 0.812238  0.2026
H 1.257856 -0.465322 -0.949354  0.2040

Cartesian forces (eV/Å) of the 3 atoms listed first:
0.2 -0.4 4.0
0.1 -2.3 0.5
-2.5 1.4 -2.0

Properties
2S+1 = 1
ΔE to the lowest compared entry with this formula, charge and spin = 86.5 kJ/mol
SMILES string = C1CC1
Total charge = 0
HOMO = -10.013 eV
HOMO-LUMO gap = 11.4 eV
LUMO energy = 1.4 eV

Entry 4:
# C3H6

A 2-piece molecular cluster, C3H6 overall (the ωB97M-V functional and the def2-TZVPD basis, the Open Molecules 2025 dataset).

Last column: natural (NBO) charge in e.
Cartesian coordinates (Å):
C -0.514570 -0.490440 -1.997571  -0.2235
C 0.425412 0.413873 0.185268  -0.0381
C -0.019336 -0.162321 1.439046  -0.7858
H 0.462079 -0.044652 -2.141662  0.0951
H -1.141633 0.039444 -2.705561  0.0994
H 1.403935 0.880837 0.098797  0.1424
H -0.662062 0.681808 1.616783  0.2393
H 0.695617 -0.247663 2.241260  0.2323
H -0.649441 -1.070885 1.263639  0.2389

Cartesian forces (eV/Å) of the 3 atoms listed first:
1.0 0.8 1.4
1.4 -0.8 -0.8
-1.9 -0.4 -1.2

Properties
2S+1 = 3
ΔE to the lowest compared entry with this formula, charge and spin = 304.0 kJ/mol
Total charge = 0
HOMO (alpha / beta) = -7.851 / -9.432 eV
HOMO-LUMO gap (alpha / beta) = 7.8 / 8.3 eV
LUMO energy (alpha / beta) = -0.1 / -1.1 eV

Entry 5:
# C3H6AgFO2

C3H6AgFO2 as an isolated structure (the ωB97M-V functional and the def2-TZVPD basis, the Open Molecules 2025 dataset).

Last column: natural (NBO) charge in e.
Cartesian coordinates (Å):
O -0.049440 -0.694889 2.518508  -0.6602
C -0.743573 0.048184 1.839949  0.4770
C -0.426887 0.360443 0.431880  -0.2163
O 0.802945 -0.241482 0.096077  -0.6073
C 1.161459 -0.099092 -1.268138  -0.2551
Ag 1.778925 -1.572856 1.789822  0.9364
H -1.642303 0.529359 2.267375  0.1714
H -1.270790 -0.022501 -0.215508  0.3004
H 0.939075 0.921522 -1.613893  0.2065
H 2.237962 -0.284909 -1.347505  0.1842
H 0.611066 -0.824290 -1.884404  0.2173
H -0.396433 1.467293 0.302600  0.2371
F -3.002006 0.413217 -2.916764  -0.9916

Cartesian forces (eV/Å) of the 3 atoms listed first:
-1.0 0.5 0.5
0.1 0.0 0.1
-0.5 0.0 -0.8

Properties
2S+1 = 1
Total charge = 0
HOMO = -5.870 eV
HOMO-LUMO gap = 2.9 eV
LUMO energy = -2.9 eV

Entry 6:
# C3H6BBrO2

A 2-piece molecular cluster, C3H6BBrO2 overall (the ωB97M-V functional and the def2-TZVPD basis, the Open Molecules 2025 dataset).

Last column: natural (NBO) charge in e.
Cartesian coordinates (Å):
B 0.162967 -1.232170 0.022857  1.0230
C 0.429784 2.468807 0.121695  -0.0944
C 0.591033 1.231099 -0.321127  -0.3091
C 0.336140 0.201498 0.563962  -0.1450
O -0.242217 -2.230952 0.828687  -0.8555
O 0.370119 -1.530317 -1.278341  -0.8736
Br -3.127005 -0.375570 -0.186396  -0.6072
H 0.377083 3.324982 -0.381112  0.1991
H 0.012421 2.491676 1.180778  0.1989
H 0.983409 0.872989 -1.273839  0.2518
H 0.145212 0.363538 1.626265  0.2285
H -0.318619 -3.070771 0.542050  0.4856
H 0.279671 -2.514813 -1.445482  0.4978

Cartesian forces (eV/Å) of the 3 atoms listed first:
-1.1 -2.0 -0.5
-1.8 -2.0 4.2
1.5 -1.2 -0.8

Properties
2S+1 = 1
ΔE to the lowest compared entry with this formula, charge and spin = 267.9 kJ/mol
Total charge = 0
HOMO (alpha / beta) = -8.090 / -8.100 eV
HOMO-LUMO gap (alpha / beta) = 4.7 / 4.8 eV
LUMO energy (alpha / beta) = -3.4 / -3.3 eV

no.,F_max (eV/A),E_tot (a.u.)
1,3.02,-856.7663
2,4.62,-1653.1510
3,4.03,-117.8390
4,2.24,-117.5704
5,1.21,-515.0280
6,5.35,-2867.2210